Record 1
Formula: C4H11N4
Source: the Open Molecules 2025 dataset
Level of theory: ωB97M-V with the def2-TZVPD basis set

XYZ file:
```
19
Properties=species:S:1:pos:R:3:forces:R:3:mulliken_charge:R:1
C 1.580241 -1.099587 0.573084 0.9 0.1 1.0 0.081
C 0.866584 -0.553737 1.585684 0.7 0.1 -2.2 -0.433
C -0.495662 -0.180272 1.314464 -1.9 0.0 0.8 0.521
C 3.024315 -1.427986 0.816013 0.3 -2.1 -2.2 -1.097
N -1.252417 0.124254 2.276196 -1.0 0.8 2.3 -0.372
N -2.376078 1.393008 -2.574861 0.0 -1.8 -1.7 -0.747
N -1.206620 0.037690 0.119311 -1.3 -5.7 4.1 -0.436
N -0.872875 0.924331 -0.612023 2.9 5.1 -5.7 -0.258
H 1.120622 -1.322949 -0.360337 -0.5 -0.3 -0.6 0.461
H 1.301623 -0.181282 2.507917 -0.2 -0.5 0.1 0.357
H 3.046731 -2.461077 1.260980 0.2 1.1 0.1 0.287
H 3.786792 -1.516084 -0.050506 -1.8 0.4 0.9 0.327
H 3.328722 -0.636461 1.416209 1.2 0.8 1.7 0.317
H -2.275206 0.306563 2.257243 1.0 -0.6 -0.1 0.321
H -2.330021 1.065548 -3.559737 0.8 1.2 0.5 0.307
H -2.629082 2.343764 -2.441648 -0.1 1.1 -0.4 0.298
H -3.179012 0.859365 -2.357216 -1.4 -0.6 1.1 0.313
H 0.080663 1.311602 -0.505133 -0.5 0.4 0.0 0.217
H -1.519320 1.013312 -1.665640 0.9 0.4 0.4 0.534
```
Positions in Å, forces in eV/Å.

Properties
- 2S+1: 3
- E_tot: -377.570765 Eh
- ⟨S²⟩: 2.02
- E_HOMO (alpha / beta): -11.111 / -13.331 eV
- Charge: +1
- ΔE to the lowest compared entry with this formula, charge and spin: 32.8 kcal per mole
- Frontier orbital gap (alpha / beta): 7.5 / 6.2 eV

=====

Record 2
Formula: C33H34CsN5PS2
Source: the Open Molecules 2025 dataset
Level of theory: ωB97M-V with the def2-TZVPD basis set

XYZ file:
```
76
Properties=species:S:1:pos:R:3:forces:R:3:mulliken_charge:R:1
Cs 1.055755 1.373021 0.900662 0.4 -0.6 0.4 0.838
C -4.212372 2.185667 -0.565830 -0.4 0.8 -0.4 -0.549
C -4.384610 3.548536 -0.863967 0.5 -0.8 -0.3 -0.349
C -3.301936 4.408246 -0.671914 0.4 -0.5 0.4 -0.718
C -2.076842 3.890930 -0.122631 -2.1 -1.5 -0.5 0.223
N -1.931455 2.552004 0.045260 0.3 1.3 0.5 -0.093
C -2.975294 1.759888 -0.136770 -0.1 -0.5 0.2 -0.241
C -1.073631 4.784890 0.447639 1.7 1.3 0.4 0.416
C -1.472865 6.084370 0.796048 -1.3 -0.8 -0.2 -0.632
C -0.531554 7.001073 1.178729 0.4 1.6 0.5 -0.442
C 0.800275 6.656640 1.300375 -0.2 -0.7 -0.5 -0.728
C 1.109500 5.275071 1.106285 -0.4 1.0 0.2 0.706
N 0.218563 4.385197 0.651589 -1.0 0.5 -0.1 -0.165
C 2.488824 4.865354 1.430259 2.2 -0.7 1.0 0.290
C 3.331077 5.694927 2.244550 -2.6 0.4 -1.4 -0.561
C 4.641422 5.382514 2.386992 1.3 -0.4 0.4 -0.408
C 5.130329 4.181987 1.881106 -0.3 0.5 -0.1 -0.625
C 4.263853 3.388386 1.139249 0.0 -0.2 0.8 -0.189
N 2.971789 3.695677 0.965447 -0.2 0.9 -0.6 -0.203
H -5.001744 1.455812 -0.714837 0.0 0.2 0.1 0.379
H -5.332775 3.879480 -1.303393 0.5 0.1 0.3 0.392
H -3.429914 5.456883 -0.936008 0.3 -0.2 0.2 0.445
H -2.863564 0.714643 0.162035 0.3 0.2 -0.4 0.412
H -2.548911 6.371048 0.797323 1.1 -0.3 -0.1 0.354
H -0.870112 8.033638 1.390351 0.4 -0.7 -0.1 0.373
H 1.588297 7.407226 1.465942 -0.7 -0.6 0.0 0.345
H 2.894103 6.624546 2.634282 0.5 -0.6 0.0 0.291
H 5.306762 6.076726 2.894345 -0.1 -0.2 0.2 0.381
H 6.143366 3.876249 2.103444 0.0 -0.1 -0.3 0.376
H 4.624223 2.425822 0.777472 -0.3 0.1 0.0 0.388
S 3.178406 1.128241 4.249638 -0.3 1.9 0.5 -0.389
C 3.681780 -0.086024 3.239172 -0.7 -2.0 -0.1 0.225
S 4.669230 -0.052446 1.874848 0.7 0.8 -1.1 -0.490
C 3.161226 -1.385421 3.537545 0.3 0.4 -0.2 0.237
C 2.344587 -1.631543 4.644268 -2.5 -1.3 2.7 -0.009
N 1.618653 -1.980325 5.516568 1.8 1.0 -2.1 -0.709
C 3.462195 -2.529280 2.780461 0.4 -1.9 -0.8 0.115
N 3.653858 -3.552887 2.239796 -0.3 1.3 0.6 -0.695
C 1.732429 -2.210654 -2.750808 -1.0 -0.6 0.5 -1.672
C 1.098508 -3.305413 -1.823981 0.1 -0.3 0.8 1.775
C 2.204311 -3.677766 -0.780987 -0.6 -0.4 0.2 -1.736
C 0.677582 -4.590660 -2.575795 0.4 0.3 -0.4 -1.684
P -0.414880 -2.533468 -0.927833 1.2 1.2 1.6 0.052
C -1.620456 -2.357788 -2.221834 -0.3 0.0 -0.8 0.224
C -1.809643 -1.110282 -2.842487 -1.0 -0.1 0.0 -0.306
C -2.892902 -0.953706 -3.720801 -0.3 -0.1 -0.1 -0.664
C -3.691023 -2.056086 -4.061101 0.1 0.1 0.0 -0.458
C -3.421955 -3.305797 -3.525808 0.1 -0.2 0.2 -0.852
C -2.420997 -3.438495 -2.580846 0.1 -0.3 0.0 -0.008
C -1.294210 -3.612570 0.455320 1.7 -0.3 -0.2 2.199
C -0.599250 -3.215510 1.793960 -0.1 0.4 -0.1 -2.008
C -2.779455 -3.292830 0.608548 -1.1 -0.3 -1.5 -1.482
C -1.032570 -5.136750 0.301627 -1.1 0.2 0.1 -1.960
H 2.697641 -2.594063 -3.096128 0.0 0.2 0.1 0.502
H 1.856783 -1.261000 -2.171136 0.0 -0.7 -0.7 0.277
H 1.093941 -2.108111 -3.642735 0.2 0.5 0.3 0.370
H 3.108050 -3.938745 -1.347475 -0.1 0.0 0.1 0.580
H 1.922507 -4.572621 -0.176493 0.2 0.7 -0.4 0.271
H 2.490615 -2.885002 -0.072226 -0.3 -0.2 -0.3 0.314
H 1.584234 -5.191732 -2.734858 -0.2 0.1 -0.4 0.513
H 0.155077 -4.376658 -3.540802 0.4 -0.2 0.7 0.252
H 0.039652 -5.217883 -1.949138 0.0 0.2 -0.2 0.261
H -1.217200 -0.235099 -2.558719 -0.1 -0.4 0.0 0.489
H -3.190071 0.030843 -4.107721 0.4 -0.4 0.1 0.368
H -4.551164 -1.982756 -4.718382 0.2 0.3 -0.1 0.387
H -3.983728 -4.189689 -3.810042 -0.2 0.2 0.0 0.416
H -2.240380 -4.403929 -2.095668 -0.1 0.4 -0.3 0.244
H -0.572893 -2.120271 1.958428 0.0 -0.5 -0.2 0.323
H 0.418209 -3.592219 1.856952 0.2 0.1 -0.1 0.382
H -1.150986 -3.652183 2.641501 0.1 0.0 -0.3 0.585
H -3.169193 -2.456936 -0.005934 0.5 -0.1 0.3 0.170
H -3.029023 -3.080558 1.644157 -0.1 -0.2 0.1 0.428
H -3.394774 -4.145283 0.219842 0.4 0.5 0.6 0.338
H 0.014672 -5.386656 0.285039 0.4 0.1 0.1 0.265
H -1.483986 -5.599588 -0.597992 0.0 0.3 0.5 0.317
H -1.463964 -5.588851 1.206023 0.0 -0.3 -0.3 0.534
```
Positions in Å, forces in eV/Å.

Properties
- E_tot: -2709.568392 Eh
- E_HOMO: -3.032 eV
- Charge: -1
- ΔE to the lowest compared entry with this formula, charge and spin: 6.6 kcal per mole
- Frontier orbital gap: 4.0 eV

=====

Record 3
Formula: C17H15IrN2O5S3Sb
Source: the Open Molecules 2025 dataset
Level of theory: ωB97M-V with the def2-TZVPD basis set

XYZ file:
```
44
Properties=species:S:1:pos:R:3:forces:R:3:mulliken_charge:R:1
Ir 0.101580 0.475957 0.320363 0.2 0.4 0.7 1.761
C -1.684570 4.457906 -0.380129 0.0 0.0 0.0 -0.777
O -2.963335 4.180658 0.193335 0.1 -0.1 0.1 -0.485
C -3.384387 2.917068 0.497341 0.3 -0.1 -0.1 0.236
C -4.709259 2.827378 0.867318 -0.1 -0.1 0.0 -0.571
C -5.306934 1.597431 1.144092 -0.1 0.1 0.0 -0.579
C -4.569669 0.447646 1.041256 0.1 -0.1 0.0 -1.035
C -3.199988 0.491109 0.725716 0.1 0.8 -0.1 0.436
C -2.503652 -0.758668 0.663181 0.4 -0.4 -0.1 -0.159
N -1.239593 -0.924261 0.436454 -0.8 0.1 0.3 0.766
N -0.773142 -2.216016 0.426904 0.3 -0.7 0.0 -1.056
C 0.531356 -2.253051 0.324059 -0.7 0.3 0.1 0.480
O 1.275451 -1.204254 0.194633 0.2 0.5 -0.4 -0.626
C 1.192473 -3.574278 0.384130 0.1 -0.1 -0.1 0.451
C 2.581296 -3.647283 0.367093 0.0 0.1 0.0 -0.277
C 3.209295 -4.881370 0.436894 0.0 -0.1 0.0 -0.681
C 2.456411 -6.043502 0.513629 0.0 -0.1 0.0 -0.321
C 1.068647 -5.973500 0.524853 0.0 0.0 0.0 -0.618
C 0.436887 -4.743349 0.467957 0.0 0.0 0.0 -0.291
C -2.561848 1.746076 0.495216 -0.8 -0.3 0.2 1.018
O -1.280988 1.885741 0.307876 1.1 0.3 -0.2 -1.677
H -1.742414 5.498212 -0.699452 0.0 0.0 0.0 0.296
H -1.469650 3.823692 -1.238108 0.0 0.0 0.0 0.359
H -0.886968 4.341456 0.351839 0.0 0.0 0.0 0.276
H -5.277367 3.746092 0.938889 0.0 0.0 -0.1 0.408
H -6.351174 1.557796 1.424941 0.0 0.0 0.0 0.367
H -5.031827 -0.514890 1.226464 0.0 0.0 0.0 0.336
H -3.079466 -1.663569 0.826267 0.0 -0.1 0.0 0.380
H 3.163535 -2.735341 0.308534 0.0 0.0 0.0 0.395
H 4.290625 -4.933621 0.431741 0.0 0.0 0.0 0.406
H 2.946156 -7.008155 0.575823 0.0 0.0 0.0 0.364
H 0.477832 -6.879727 0.577383 0.0 0.0 0.0 0.367
H -0.640423 -4.665092 0.493077 0.0 0.0 0.0 0.432
S 3.679003 -1.390462 3.659318 0.2 -0.3 0.2 -0.310
Sb 3.102783 0.546281 2.441898 -0.4 0.2 -0.8 0.591
S 0.684774 0.382517 2.832535 0.8 -0.1 -0.1 -0.511
S 4.483459 0.187785 0.580873 -0.6 0.0 0.9 -0.543
C 2.472602 3.504898 -1.358124 0.0 -0.1 0.1 -1.154
C 1.598273 2.343061 -0.948258 0.1 0.0 -0.4 0.990
O 0.845466 1.784537 -1.759701 0.2 0.1 -0.2 -0.645
O 1.645859 1.975856 0.276928 -0.7 -0.2 0.1 -0.661
H 2.586026 3.517743 -2.438891 0.0 0.0 0.0 0.322
H 3.443552 3.428991 -0.871480 0.0 0.0 0.0 0.290
H 1.994714 4.432399 -1.037667 0.0 0.0 0.0 0.253
```
Positions in Å, forces in eV/Å.

Properties
- 2S+1: 5
- E_tot: -2681.718615 Eh
- ⟨S²⟩: 6.04
- E_HOMO (alpha / beta): -4.455 / -5.047 eV
- Charge: -1
- ΔE to the lowest compared entry with this formula, charge and spin: 16.6 kcal per mole
- Frontier orbital gap (alpha / beta): 6.9 / 5.5 eV

=====

Record 4
Formula: C9H25BeBr2IMgN2O9PS
Source: the Open Molecules 2025 dataset
Level of theory: ωB97M-V with the def2-TZVPD basis set

XYZ file:
```
52
Properties=species:S:1:pos:R:3:forces:R:3:mulliken_charge:R:1
C -2.539854 -3.678523 0.482348 0.0 -0.1 0.0 -1.070
C -1.462163 -4.174389 1.416252 0.3 -0.1 -0.5 -0.621
P -0.611117 -2.775488 2.422923 -1.3 -0.9 1.2 0.376
O 0.231430 -1.501226 3.329521 -0.4 0.2 -0.4 -0.453
C 1.457970 -1.326548 2.744046 -0.5 0.4 1.4 -0.767
C 1.157444 -1.423618 1.236176 -0.3 -0.8 -0.4 2.735
C 2.361193 -1.265976 0.405476 -0.1 -0.8 -1.3 -1.842
C 2.468017 -0.126298 -0.617299 0.8 0.2 0.7 -0.091
C 1.551801 1.010764 -0.336927 -0.7 0.3 -0.3 -1.151
I 2.290251 -0.860796 -2.640316 -0.1 0.1 -0.1 0.110
O 0.607576 -2.691938 1.144279 0.2 -0.1 0.5 -0.600
H -2.176172 -2.854601 -0.122417 -0.1 0.3 0.0 0.276
H -3.425724 -3.381260 1.036833 -0.2 0.2 0.0 0.280
H -2.830691 -4.458798 -0.215781 -0.1 -0.2 0.0 0.386
H -1.820396 -4.919674 2.119848 -0.1 0.1 0.4 0.475
H -0.676288 -4.651673 0.842017 0.2 0.0 0.0 0.348
H -1.543289 -1.841780 1.818414 0.5 0.5 -0.1 -0.417
H -1.574028 -2.792058 3.551702 0.2 0.0 0.0 0.111
H 0.127320 -3.754302 3.207044 0.3 -0.2 -0.6 0.183
H 1.980217 -0.403043 3.002797 -0.2 0.3 0.0 0.240
H 2.037708 -2.226059 3.044921 0.7 0.0 -0.6 0.374
H 0.297900 -0.746892 1.055578 0.5 0.7 0.0 -0.967
H 3.255627 -1.176584 1.112684 -0.2 0.8 0.1 0.576
H 2.471508 -2.210432 -0.131944 0.1 -0.2 0.0 0.711
H 3.486439 0.238363 -0.563085 0.2 0.0 -0.2 0.430
H 1.706584 1.318078 0.692393 0.1 0.3 0.1 0.185
H 1.733959 1.841631 -1.010706 0.3 0.3 0.1 0.323
H 0.509834 0.755616 -0.483526 -0.2 -0.2 0.0 0.365
N 2.444695 2.624565 -4.305479 0.1 0.0 0.0 -0.326
H 2.690895 2.614865 -5.296008 0.0 0.0 0.0 0.404
H 3.191216 3.074975 -3.772339 0.0 0.0 0.0 0.420
H 1.575512 3.144881 -4.180551 -0.2 0.1 0.1 0.186
H 2.327844 1.661830 -3.956188 -0.1 -0.2 0.1 0.068
Be 4.322893 -2.444147 1.283503 0.0 -0.1 0.3 0.413
O -1.590518 -0.093991 0.085474 -0.1 0.1 0.4 -0.604
S -1.930644 1.160901 0.759350 0.1 -0.6 -0.8 1.834
O -3.397664 1.059424 1.248258 -0.3 -0.4 1.3 -0.851
O -1.731237 2.313540 -0.065472 -0.2 0.4 0.0 -0.492
O -1.178757 1.254716 2.076835 -1.0 -0.6 1.3 -0.708
Mg -2.928422 0.544213 3.109650 1.6 1.0 -2.4 0.930
N 3.247952 2.020756 2.625442 -0.1 0.4 0.0 0.929
O 2.871937 2.060919 3.794622 0.0 -0.1 0.0 -0.601
O 3.685771 0.923520 2.152498 0.0 -0.7 -0.3 -0.542
O 3.195344 3.005769 1.882666 0.1 -0.1 0.0 -0.603
Br -4.413351 2.667532 -5.231532 0.1 0.0 0.0 -0.145
C -4.001665 2.582685 -3.332494 -0.1 0.0 -0.2 -0.574
C -3.132859 3.725662 -2.893932 -0.1 0.0 0.4 -0.478
Br -1.283735 3.467366 -3.443609 0.3 0.0 -0.2 -0.144
H -3.538628 1.618878 -3.152738 0.0 0.0 0.1 0.296
H -4.960121 2.628771 -2.822180 0.0 0.0 0.0 0.389
H -3.093285 3.779537 -1.807927 0.1 -0.1 0.0 0.260
H -3.446226 4.680336 -3.301100 0.0 0.0 -0.1 0.437
```
Positions in Å, forces in eV/Å.

Properties
- E_tot: -7543.985594 Eh
- E_HOMO: -10.116 eV
- Charge: +1
- ΔE to the lowest compared entry with this formula, charge and spin: 0.0 kcal per mole
- Frontier orbital gap: 2.8 eV